[1]
{
  "formula": "C46H53F6N7O18",
  "method": "wB97M-V/def2-TZVPD",
  "elements": ["O", "H", "H", "F", "H", "N", "H", "H", "N", "C", "C", "N", "H", "O", "H", "H", "C", "H", "C", "C", "F", "C", "C", "C", "C", "H", "N", "C", "C", "O", "O", "H", "O", "H", "C", "C", "C", "H", "C", "H", "C", "O", "C", "C", "H", "H", "H", "H", "H", "C", "C", "H", "H", "F", "O", "H", "F", "O", "C", "H", "C", "C", "O", "O", "H", "H", "C", "H", "N", "C", "H", "H", "O", "H", "H", "C", "H", "H", "C", "H", "C", "H", "F", "H", "H", "C", "H", "H", "C", "O", "F", "H", "C", "N", "H", "H", "O", "H", "O", "H", "C", "C", "H", "N", "C", "C", "O", "C", "C", "H", "O", "H", "H", "C", "C", "C", "H", "H", "C", "H", "C", "O", "H", "H", "C", "O", "C", "C", "H", "C"],
  "positions_angstrom": [[-3.953, 5.866, 0.941], [6.162, 5.472, -2.733], [0.076, 3.971, -0.696], [-5.209, 5.093, -1.803], [0.452, 2.293, -2.571], [-3.609, -0.316, -1.934], [-2.524, -5.175, 2.841], [6.496, -1.010, 2.501], [-3.583, -0.810, 4.894], [-4.599, -1.080, -2.468], [0.739, -4.906, -0.746], [-1.764, -2.607, 0.881], [1.238, 0.013, -1.704], [3.504, -1.305, -4.296], [2.807, 2.672, -0.234], [-1.266, -1.821, 0.603], [4.100, 5.833, -3.349], [5.350, 6.093, -0.453], [-4.975, 4.995, 0.479], [1.705, 1.698, -4.678], [-7.239, -1.975, 0.766], [4.223, 1.359, -1.263], [2.963, 6.227, -2.535], [0.916, 0.800, -1.054], [-2.391, -0.817, -2.261], [-4.210, 2.049, 3.378], [0.699, 0.788, -4.766], [-4.046, -2.184, -3.118], [-2.448, -4.343, 2.086], [-6.817, 0.854, 1.899], [1.965, -2.966, -1.097], [-4.571, -3.045, -3.548], [4.861, 3.103, 0.123], [-0.131, -2.913, -1.027], [5.167, -2.581, 2.942], [4.528, -3.430, -4.193], [-1.415, -3.476, 1.925], [-1.831, -2.592, -3.411], [-2.633, -1.974, -3.019], [-7.712, -0.574, 3.013], [0.810, 0.823, 0.324], [5.078, 0.897, -0.180], [-3.229, -1.110, 3.595], [-0.380, -2.337, 5.564], [-1.149, 3.410, -4.927], [1.572, -2.212, 4.659], [-5.871, 5.586, 0.179], [1.894, 6.430, -2.831], [5.287, -1.417, -5.015], [5.508, -1.347, 2.209], [0.483, 2.189, 0.626], [-6.027, -0.421, 3.357], [-3.563, -2.330, -0.265], [1.225, -5.931, -1.476], [-1.800, 6.067, 0.410], [5.376, -1.313, 1.132], [5.040, 1.620, -2.371], [4.529, -0.394, 2.722], [-3.431, 0.048, 2.837], [2.712, 1.408, -4.573], [1.149, 2.989, -4.673], [3.784, 2.771, -0.724], [-3.149, 4.888, -0.919], [2.535, -0.659, 3.831], [-3.794, 0.468, -1.310], [-3.471, -1.411, 5.689], [3.590, -1.058, 3.378], [-0.707, -1.304, 5.422], [0.862, -2.781, 5.151], [-6.775, -0.404, 2.581], [-4.501, 3.392, -0.983], [-4.197, 1.039, 5.945], [6.508, 1.917, 1.155], [0.207, 2.555, 1.642], [-2.033, -3.346, 6.608], [-4.437, 4.465, -0.830], [-5.602, -0.639, -2.446], [-4.420, -4.468, 0.991], [-1.020, -3.362, 6.240], [0.805, -0.222, -4.838], [-3.460, -4.017, 1.170], [-0.127, -5.224, -0.208], [4.738, -4.023, -2.956], [1.951, -4.546, 5.603], [4.279, 5.519, -4.410], [2.398, -3.541, 0.032], [-5.106, 4.214, 1.206], [0.948, 0.096, 1.074], [2.601, -2.245, -4.440], [1.404, -2.152, -4.529], [6.156, -2.893, 3.930], [0.654, -3.475, -2.532], [-5.912, 0.824, 0.935], [4.790, 6.208, -1.282], [3.474, 0.638, -1.571], [5.382, -1.578, -3.196], [3.336, -3.205, 0.698], [5.111, -3.982, -4.927], [3.183, -3.510, -4.413], [-3.126, 0.130, 1.787], [-3.019, -2.933, 0.451], [-3.989, 0.525, 4.991], [5.065, -3.463, 2.311], [0.613, 2.032, -1.608], [0.660, -3.528, -1.460], [1.039, -4.009, 5.723], [1.725, -4.672, 0.237], [5.605, 2.007, 0.441], [3.475, 6.401, -1.283], [-2.776, -2.051, 3.382], [-5.602, -0.468, 0.648], [-1.411, 0.856, -4.918], [-5.640, -2.071, 1.829], [-3.889, 1.079, 3.727], [0.371, 2.878, -0.590], [-0.525, 1.421, -4.840], [-0.140, -5.337, 6.817], [-0.447, -3.292, 2.414], [-0.298, 2.749, -4.805], [2.905, 6.597, -0.391], [-6.294, -1.334, 1.495], [-5.506, 1.763, 0.323], [3.717, 3.475, -1.611], [1.764, 3.865, -4.777], [-2.868, 5.624, 0.184], [3.935, -2.413, 3.515], [4.827, -1.866, -4.144], [5.198, 5.841, -2.518], [-1.519, -0.234, -2.000], [-0.071, -4.457, 6.285]],
  "energy_ha": -4121.49145,
  "orbital_gap_ev": 8.41
}

[2]
{
  "formula": "C46H54BF3N6OPRuS3SbSe4",
  "method": "wB97M-V/def2-TZVPD",
  "elements": ["H", "H", "C", "H", "C", "B", "H", "H", "H", "H", "H", "C", "H", "C", "N", "C", "C", "Sb", "H", "H", "H", "N", "Ru", "C", "H", "H", "C", "P", "C", "H", "C", "H", "H", "H", "C", "C", "H", "C", "Se", "H", "C", "H", "H", "N", "C", "H", "C", "C", "H", "H", "C", "C", "H", "H", "C", "C", "H", "N", "C", "O", "C", "H", "H", "H", "C", "H", "C", "H", "C", "H", "H", "H", "H", "H", "N", "C", "C", "C", "C", "F", "S", "C", "H", "C", "H", "H", "Se", "C", "H", "C", "C", "C", "C", "C", "H", "C", "C", "C", "H", "H", "Se", "H", "H", "C", "S", "C", "F", "H", "C", "N", "H", "F", "C", "H", "H", "C", "H", "H", "Se", "H", "S"],
  "positions_angstrom": [[0.856, -0.098, -5.291], [4.849, 2.069, 3.271], [-6.178, -0.842, -0.825], [5.044, -4.220, -0.116], [-3.377, 1.858, 0.521], [1.199, 0.481, 0.297], [3.344, 1.422, 6.710], [4.950, 4.552, -3.696], [5.118, -0.200, 1.415], [0.057, 1.476, -5.262], [3.281, 4.182, -4.120], [2.847, 2.153, -2.387], [-5.381, -2.222, -4.226], [3.203, 1.466, 4.566], [1.357, 1.000, -1.073], [-7.137, -0.116, -1.514], [-4.452, -0.570, -3.222], [-1.803, 0.577, 4.744], [-9.388, 0.244, 0.979], [5.407, 1.444, -2.800], [3.100, -4.328, 1.290], [1.321, 1.393, 1.413], [-1.840, 0.650, 0.250], [5.290, 2.256, -2.083], [5.224, -0.508, -0.311], [2.646, 1.855, -4.529], [-4.913, -1.253, -4.342], [-4.566, -1.260, -1.537], [-3.266, -3.689, -1.705], [4.908, -2.179, 3.048], [-4.127, 0.529, -5.752], [4.206, 3.372, 4.275], [3.754, -0.333, 3.510], [2.666, -0.588, 4.889], [4.942, -2.283, 0.885], [0.529, 3.326, 2.611], [5.236, -2.831, -1.191], [2.667, 1.811, 5.956], [-1.187, 2.611, 5.942], [-6.627, -3.329, -1.853], [-0.472, 4.416, 2.771], [1.422, 3.579, 4.525], [0.926, -5.362, 1.284], [2.890, -1.082, 0.547], [3.835, 4.164, -1.346], [5.038, -3.824, 2.428], [0.371, -4.426, 1.319], [-7.538, -0.818, 1.152], [-6.966, 0.161, -2.548], [-2.217, -5.549, -1.853], [5.354, -2.795, 2.271], [0.586, 0.668, -2.168], [5.227, 2.124, 4.997], [-7.683, -1.075, 2.192], [2.191, 1.823, 3.497], [1.039, 0.957, -3.446], [4.379, -0.244, 5.169], [1.558, -0.960, 0.530], [0.266, 0.582, -4.673], [-3.478, -0.768, -0.659], [-8.493, -0.082, 0.467], [-5.610, -1.758, 1.030], [1.691, 1.350, 6.107], [-1.471, 3.994, 2.629], [0.716, -1.998, 0.763], [-4.269, -6.885, -2.142], [3.432, -2.234, 0.818], [6.175, 2.888, -2.124], [2.244, 1.657, -3.551], [-0.055, -4.300, 2.315], [-0.677, 0.095, -4.427], [6.437, -2.750, 2.371], [-0.413, 4.837, 3.773], [-0.459, -4.462, 0.613], [2.128, 1.054, 2.446], [-3.679, 1.219, -4.639], [-5.663, -3.820, -1.866], [-8.298, 0.261, -0.863], [1.270, -3.276, 1.027], [-4.530, 1.193, 0.812], [-0.644, 2.744, 0.215], [4.452, 2.311, 4.256], [-2.376, -3.091, -1.561], [-4.506, -3.066, -1.713], [-9.044, 0.840, -1.390], [6.556, -3.309, -0.119], [-1.799, 0.670, 2.316], [-4.334, -5.812, -2.023], [-3.509, 1.214, -2.516], [4.219, 3.751, -3.777], [4.043, 3.084, -2.411], [-5.573, -5.192, -2.017], [0.532, 2.532, 1.464], [-6.378, -1.202, 0.505], [-0.338, 5.189, 2.016], [5.474, -3.224, -0.204], [2.641, -3.379, 1.060], [-3.181, -5.061, -1.861], [4.579, 3.043, -4.521], [6.596, -0.904, 0.736], [-3.964, -0.139, 5.666], [2.567, 2.880, 6.109], [3.689, 3.707, -0.372], [3.528, -0.026, 4.527], [-0.953, -1.782, 0.772], [1.409, 2.989, 3.624], [-3.379, 2.904, 1.377], [4.692, 4.831, -1.305], [5.511, -0.882, 0.668], [2.423, 1.833, -1.195], [5.204, 1.827, -1.088], [-3.584, 2.400, -0.708], [-3.850, 0.671, -3.381], [-3.993, 0.954, -6.737], [-5.111, -1.230, -6.472], [-4.752, -0.700, -5.600], [2.951, 4.753, -1.585], [-3.201, 2.182, -4.751], [-0.147, -0.947, 5.699], [-6.474, -5.779, -2.122], [-0.941, -0.020, -1.860]],
  "charge": -1,
  "spin_multiplicity": 2,
  "s_squared": 0.771,
  "energy_ha": -13990.37588,
  "orbital_gap_ev": [3.55, 3.52]
}

[3]
{
  "formula": "C46H54BrN7O5PSV",
  "method": "wB97M-V/def2-TZVPD",
  "elements": ["H", "H", "C", "H", "H", "C", "H", "H", "C", "C", "H", "C", "H", "C", "H", "H", "C", "C", "C", "C", "H", "H", "H", "V", "S", "H", "N", "H", "N", "H", "C", "N", "C", "P", "H", "O", "C", "N", "H", "H", "C", "C", "H", "H", "H", "H", "H", "C", "C", "C", "H", "H", "H", "H", "C", "H", "C", "C", "H", "H", "H", "H", "C", "C", "H", "C", "H", "C", "O", "C", "H", "O", "H", "C", "H", "C", "C", "H", "C", "H", "H", "O", "C", "C", "H", "C", "N", "H", "C", "C", "H", "C", "C", "H", "O", "C", "H", "H", "H", "N", "H", "H", "H", "C", "Br", "H", "H", "H", "C", "C", "C", "C", "N", "C", "C", "C"],
  "positions_angstrom": [[3.054, -9.081, 1.237], [-0.608, 0.726, -3.901], [-2.703, 1.331, -3.676], [-1.142, 6.527, 1.451], [-6.316, 0.235, -0.935], [-4.545, 2.852, -1.356], [1.897, 5.014, -1.139], [0.747, -3.806, 3.372], [-4.464, 1.318, -1.074], [-0.047, 6.465, 1.267], [-1.416, 1.204, -5.394], [3.103, -2.613, -3.908], [-3.447, -3.077, -0.729], [-5.642, 0.591, -1.724], [-1.281, 2.918, -3.140], [-2.502, 3.912, 2.488], [-4.446, 1.062, 0.469], [2.837, 1.214, 4.074], [0.847, 7.325, 1.841], [0.630, 2.464, 2.986], [3.053, -5.138, 4.197], [-3.038, 3.430, -3.242], [-1.532, -0.200, 3.363], [-0.365, 1.074, 0.329], [-0.743, 4.230, -0.138], [-5.392, 0.725, 0.863], [2.142, -1.538, -1.981], [-4.871, 1.782, -3.927], [1.590, 1.905, 2.141], [3.009, 0.783, -4.309], [2.543, 6.591, 0.270], [2.560, -2.945, 1.376], [-0.488, -2.040, 3.417], [-2.855, 0.592, -1.808], [3.341, -3.552, -4.364], [-0.339, 3.771, -1.446], [-1.561, 0.655, -4.430], [4.495, -3.320, 2.638], [5.340, -2.922, 3.121], [-5.419, -0.357, -2.222], [1.660, 5.668, -0.270], [2.661, 1.358, 2.663], [-6.051, 1.218, -2.489], [2.537, -2.579, 0.433], [-4.227, 1.992, 0.987], [4.081, -1.237, -5.272], [-4.675, 3.057, -2.378], [1.372, -2.364, 1.917], [0.421, 5.473, 0.398], [1.069, -1.081, 1.460], [5.442, -6.922, 0.157], [-5.449, 3.225, -0.836], [3.495, 6.724, -0.133], [0.556, 7.912, 2.722], [1.719, 0.871, -1.995], [3.726, 0.648, 4.368], [-2.847, -1.429, -2.067], [2.974, -0.168, -3.787], [-3.133, -1.492, 0.046], [-3.688, 0.281, 0.751], [4.350, -9.541, 2.476], [-4.690, -1.833, -0.884], [2.532, -2.672, -2.632], [4.121, -8.907, 1.577], [-0.651, -1.182, -2.253], [-4.057, 1.205, -4.427], [2.993, -7.586, 3.699], [-0.777, -0.801, 2.823], [1.646, 1.872, -2.709], [1.852, 1.674, 4.972], [-0.990, -2.280, 4.359], [1.255, 0.700, -0.773], [1.936, 1.512, 6.048], [-1.422, -1.885, -1.899], [1.766, -0.627, 0.749], [2.176, 7.352, 1.392], [-2.278, 2.804, -3.700], [-4.327, 0.151, -4.602], [2.310, -0.325, -2.582], [5.263, -4.541, 0.505], [-4.049, -1.398, -3.925], [4.255, -1.281, 1.686], [-0.548, 2.953, 2.218], [4.228, -7.421, 1.912], [-1.698, -0.368, -4.697], [-0.381, 3.051, 5.051], [-1.786, 0.821, -0.641], [-2.228, 3.999, 4.970], [4.305, -4.695, 2.453], [-1.423, 3.600, 4.347], [-1.304, -2.827, -2.494], [3.819, -2.394, 1.899], [-3.279, -2.011, -3.470], [2.910, 7.941, 1.906], [-2.136, 4.576, 0.145], [0.674, 2.367, 4.413], [3.374, 0.859, 1.996], [4.753, -9.238, 0.714], [-0.445, 2.944, 6.136], [-0.389, 2.935, 0.803], [-2.251, 3.114, -4.739], [-2.436, -2.145, -4.118], [-3.714, 3.415, -0.890], [-1.612, 3.481, 2.922], [2.143, -4.449, -2.128], [-3.901, 1.684, -5.365], [-1.135, -2.170, -0.844], [-3.749, -2.990, -3.336], [4.877, -6.540, 1.056], [0.634, -2.804, 2.990], [3.553, -6.921, 3.046], [-3.597, -1.973, -0.847], [-0.037, -0.388, 1.770], [3.596, -5.532, 3.315], [4.842, -5.199, 1.280], [3.453, -1.347, -4.400]],
  "charge": 2,
  "energy_ha": -6801.73320,
  "orbital_gap_ev": [4.77, 4.87]
}

[4]
{
  "formula": "C46H54CuN8O4P",
  "method": "wB97M-V/def2-TZVPD",
  "elements": ["N", "H", "N", "N", "H", "C", "C", "C", "H", "C", "C", "C", "H", "H", "H", "C", "C", "H", "C", "H", "C", "C", "H", "H", "H", "H", "H", "C", "N", "C", "H", "C", "C", "N", "O", "H", "C", "N", "H", "C", "H", "H", "H", "C", "H", "H", "H", "C", "O", "H", "H", "C", "C", "C", "C", "C", "C", "C", "H", "C", "H", "H", "H", "O", "C", "H", "H", "C", "H", "C", "H", "C", "H", "C", "H", "H", "H", "H", "C", "C", "C", "Cu", "C", "H", "H", "H", "C", "C", "H", "H", "C", "H", "H", "H", "C", "C", "H", "C", "C", "N", "O", "H", "H", "C", "P", "H", "H", "N", "C", "H", "H", "H", "H", "C"],
  "positions_angstrom": [[-1.432, 0.106, 2.489], [-0.629, -0.958, -6.236], [-0.413, -1.494, -0.493], [-1.242, -2.205, -3.075], [-2.921, -2.098, -6.554], [-2.587, -1.597, -5.607], [-5.981, 0.029, 0.334], [2.178, -0.115, 0.789], [3.961, 4.729, -1.888], [5.222, 6.183, 3.147], [-1.966, -3.896, 0.408], [1.497, -3.786, -3.142], [6.320, 6.179, 3.230], [4.286, -0.249, 0.857], [0.504, -1.428, -3.917], [0.381, 6.396, -0.052], [-3.262, -2.370, -4.461], [6.809, 5.894, 1.100], [3.421, 5.486, 1.455], [-4.408, 0.441, -1.084], [-0.387, 0.212, 3.349], [4.181, 4.955, -0.828], [4.325, 0.047, 3.380], [1.581, -2.858, 0.112], [-4.314, -2.128, -4.439], [3.129, -3.872, -4.482], [-3.996, 0.375, 4.677], [3.867, -3.720, -2.438], [1.003, -0.015, 1.416], [-2.667, -2.001, -3.083], [-7.269, -0.210, 2.040], [-1.792, 4.609, 0.129], [2.313, 5.634, 2.473], [-1.379, -3.846, -0.929], [-1.174, 0.207, 7.472], [-0.750, -0.205, -3.775], [-4.676, 0.176, -0.092], [1.107, -3.129, -1.908], [-5.357, 0.021, 3.722], [-0.567, -1.262, -4.047], [2.946, -2.280, -3.712], [4.811, 5.515, 3.915], [4.886, 7.208, 3.388], [-0.246, 2.575, -0.143], [4.081, -3.403, -0.299], [0.794, -3.597, -3.942], [4.919, -3.370, -2.664], [-0.951, 6.857, -0.041], [0.909, 2.149, -0.434], [1.942, -4.534, -0.532], [-1.002, -6.392, 1.370], [1.987, -3.418, -0.767], [0.642, 4.998, -0.052], [4.761, 5.855, 1.726], [3.394, -0.058, 1.423], [3.144, 5.053, 0.125], [5.801, 5.736, 0.750], [-2.141, 0.567, 6.760], [1.802, 6.600, 2.314], [2.897, -3.374, -3.566], [-0.822, -5.082, -2.584], [-2.957, -0.548, -5.742], [2.713, 5.670, 3.470], [-1.260, 1.842, 0.012], [-1.698, -6.405, 0.547], [1.563, 4.835, 2.308], [-1.183, 7.933, -0.007], [-1.061, -1.607, -5.475], [1.238, 7.082, -0.121], [-0.602, 0.362, 4.737], [-2.600, -3.024, 0.530], [5.483, 5.433, -0.541], [3.971, -4.828, -2.334], [3.403, 0.067, 2.814], [-2.626, 3.879, 0.117], [0.128, -6.211, -0.527], [2.049, 0.225, 4.557], [-1.025, -7.231, -1.375], [-2.930, 0.351, 4.341], [-1.900, 0.412, 5.255], [-2.659, -5.179, 0.668], [-0.981, -0.138, 0.581], [2.169, 0.124, 3.464], [-2.888, -0.982, -2.791], [-3.097, -3.427, -4.722], [6.195, 5.497, -1.344], [-3.866, 0.108, 2.077], [-0.481, 4.085, 0.012], [-2.475, -5.318, -2.000], [-0.674, -2.584, -5.805], [-5.212, 0.017, 2.641], [3.586, -1.952, -1.189], [-3.178, -5.153, 1.631], [1.745, 3.366, -0.306], [0.964, 0.102, 2.766], [3.442, -3.052, -1.113], [0.323, 0.536, 5.323], [-1.413, -5.114, -1.653], [-0.944, -6.343, -0.777], [1.894, 4.441, -0.182], [-3.248, 1.116, 6.990], [-3.115, -2.600, -2.310], [2.149, -0.317, -0.283], [-2.037, 5.983, 0.103], [-0.460, -2.574, -1.584], [-3.055, 6.281, 0.224], [-6.828, -0.041, -0.326], [-3.635, 0.167, 0.782], [-6.248, -0.057, 1.702], [-3.517, -5.312, -0.060], [-1.167, -3.764, 1.161], [-2.313, -7.316, 0.684], [1.524, -4.899, -2.986], [-2.681, 0.220, 2.972]],
  "charge": -1,
  "spin_multiplicity": 2,
  "s_squared": 0.755,
  "relative_energy_kcal_mol": 40.0,
  "energy_ha": -4506.25067,
  "orbital_gap_ev": [6.94, 6.83]
}